# 1
Here is a structure of composition C33H36N4O5TeV from the OMol25 dataset. Energies are from wB97M-V/def2-TZVPD.

## Properties
M: 747.22 g mol⁻¹
LUMO energy (alpha / beta): 1.966 / 1.902 eV
spin multiplicity: 3
expectation value of S²: 2.015
highest occupied orbital energy (alpha / beta): -4.27 / -4.52 eV
relative energy (zero: lowest compared OMol25 entry of this formula, charge and spin): 41.67 kJ/mol
net charge: -1

Element x y z (Å)
V1 2.16 -1.49 -0.53
C1 -2.60 -5.85 -0.93
O1 -1.38 -6.55 -0.90
C2 -0.22 -5.82 -1.02
C3 0.97 -6.53 -0.84
C4 2.18 -5.89 -0.93
C5 2.26 -4.50 -1.15
C6 3.50 -3.79 -1.21
C7 4.79 -4.56 -1.38
O2 3.57 -2.53 -1.13
C8 1.04 -3.77 -1.36
O3 1.01 -2.50 -1.59
C9 -0.18 -4.47 -1.31
H1 -3.37 -6.59 -0.71
H2 -2.78 -5.40 -1.91
H3 -2.62 -5.05 -0.18
H4 0.91 -7.58 -0.61
H5 3.08 -6.46 -0.81
H6 4.68 -5.35 -2.12
H7 5.09 -5.00 -0.43
H8 5.57 -3.87 -1.70
H9 -1.07 -3.88 -1.49
N1 1.72 0.12 2.45
C10 2.40 -1.05 2.28
O4 2.16 -1.75 1.25
C11 3.29 -1.48 3.28
C12 3.46 -0.73 4.44
N2 3.57 -0.08 5.38
C13 4.04 -2.64 3.09
N3 4.70 -3.58 2.94
H10 1.24 0.50 1.65
H11 2.06 0.78 3.14
C14 4.46 0.69 -0.58
C15 2.98 1.10 -0.49
O5 2.69 2.22 -0.05
N4 2.12 0.18 -0.87
Te1 -0.07 1.85 -1.29
C16 -1.67 3.32 -1.73
C17 -1.38 4.67 -1.95
C18 0.00 5.26 -1.85
C19 -2.40 5.56 -2.28
C20 -3.71 5.15 -2.43
C21 -4.81 6.10 -2.82
C22 -3.99 3.80 -2.22
C23 -2.99 2.90 -1.88
C24 -3.38 1.46 -1.71
C25 -0.84 1.47 0.67
C26 -0.81 2.46 1.65
C27 -0.27 3.83 1.38
C28 -1.26 2.16 2.94
C29 -1.73 0.91 3.27
C30 -2.20 0.58 4.66
C31 -1.73 -0.07 2.29
C32 -1.29 0.19 1.00
C33 -1.25 -0.93 0.02
H12 5.10 1.57 -0.49
H13 4.65 0.18 -1.53
H14 4.69 0.00 0.24
H15 0.73 4.49 -1.60
H16 0.02 6.04 -1.10
H17 0.27 5.71 -2.80
H18 -2.16 6.60 -2.45
H19 -4.43 7.11 -2.91
H20 -5.60 6.09 -2.07
H21 -5.25 5.81 -3.77
H22 -5.01 3.45 -2.36
H23 -4.39 1.29 -2.07
H24 -3.33 1.18 -0.66
H25 -2.69 0.83 -2.28
H26 0.60 3.75 0.73
H27 -0.01 4.32 2.31
H28 -1.02 4.43 0.86
H29 -1.22 2.93 3.69
H30 -2.29 1.48 5.26
H31 -1.48 -0.09 5.14
H32 -3.16 0.07 4.62
H33 -2.07 -1.07 2.55
H34 -1.71 -1.83 0.44
H35 -0.19 -1.15 -0.20
H36 -1.74 -0.68 -0.92

***

# 2
Here is a cluster of 9 separate species, C33H36N8O4 in total from the OMol25 dataset. Energies are from wB97M-V/def2-TZVPD.

## Properties
M: 608.70 g mol⁻¹
LUMO energy: -1.337 eV
SMILES: C=Cc1ccc(COO)c2c1C(=O)c1ccccc1C2=O.CC#N.CC#N.CC#N.CC#N.CC#N.CC#N.CC#N.CC#N
highest occupied orbital energy: -7.66 eV
net charge: 0

Element x y z (Å)
C1 6.21 -2.42 0.46
C2 5.10 -2.51 -0.57
C3 3.69 -1.73 -0.12
C4 2.31 -2.52 0.31
C5 1.01 -1.57 0.78
C6 1.09 0.10 0.81
C7 -0.24 0.95 1.29
O1 -0.75 1.87 0.25
O2 -1.81 2.44 0.75
C8 2.48 0.85 0.38
C9 3.80 -0.06 -0.10
C10 5.19 0.74 -0.55
O3 5.94 0.42 -1.61
C11 5.56 2.05 0.43
C12 7.12 2.36 0.84
C13 7.40 3.63 1.84
C14 6.11 4.51 2.37
C15 4.53 4.23 1.92
C16 4.25 2.96 0.92
C17 2.73 2.49 0.39
O4 1.86 3.41 -0.01
H1 6.06 -3.08 1.45
H2 7.14 -1.72 0.35
H3 5.22 -3.03 -1.61
H4 2.28 -3.69 0.30
H5 0.01 -2.12 1.12
H6 -1.10 0.14 1.45
H7 -0.09 1.46 2.34
H8 -1.61 2.88 1.64
H9 7.95 1.65 0.38
H10 8.53 3.84 2.14
H11 6.37 5.40 3.12
H12 3.62 4.87 2.32
C18 0.00 3.45 -2.54
C19 0.25 4.11 -3.88
N1 0.47 4.66 -5.00
H13 0.94 3.33 -2.00
H14 -0.68 4.07 -1.94
H15 -0.46 2.47 -2.69
C20 -0.59 -1.08 4.93
C21 0.48 -0.13 4.40
N2 1.36 0.65 3.95
H16 -0.68 -1.95 4.28
H17 -0.31 -1.41 5.94
H18 -1.55 -0.56 4.98
C22 -1.65 -2.07 -2.37
C23 -0.97 -2.98 -1.35
N3 -0.41 -3.73 -0.51
H19 -1.18 -2.18 -3.35
H20 -2.71 -2.34 -2.45
H21 -1.57 -1.03 -2.05
C24 -5.10 -5.24 -1.40
C25 -4.84 -4.58 -2.74
N4 -4.63 -4.03 -3.86
H22 -4.16 -5.36 -0.86
H23 -5.78 -4.63 -0.80
H24 -5.55 -6.23 -1.55
C26 -0.15 1.13 -6.91
C27 -0.51 0.12 -5.83
N5 -0.82 -0.72 -4.94
H25 0.23 2.05 -6.44
H26 0.62 0.72 -7.56
H27 -1.03 1.38 -7.50
C28 -4.41 -0.48 -0.17
C29 -3.73 -1.38 0.84
N6 -3.17 -2.13 1.68
H28 -3.94 -0.59 -1.15
H29 -5.47 -0.74 -0.25
H30 -4.33 0.57 0.15
C30 0.08 5.39 3.44
C31 -0.94 4.27 3.34
N7 -1.78 3.34 3.25
H31 0.77 5.35 2.60
H32 -0.43 6.36 3.44
H33 0.65 5.29 4.37
C32 -8.89 -5.42 0.71
C33 -7.42 -5.14 0.95
N8 -6.19 -4.92 1.15
H34 -9.21 -6.27 1.30
H35 -9.48 -4.54 0.99
H36 -9.06 -5.64 -0.35

***

# 3
Here is a structure of composition C33H36N9O4PReSe from the OMol25 dataset. Energies are from wB97M-V/def2-TZVPD.

## Properties
M: 918.85 g mol⁻¹
LUMO energy (alpha / beta): -0.399 / -0.420 eV
spin multiplicity: 4
expectation value of S²: 3.783
highest occupied orbital energy (alpha / beta): -4.13 / -6.69 eV
net charge: 0

Element x y z (Å)
Re1 -0.34 0.15 -0.27
C1 -5.63 2.20 -0.43
N1 -4.59 1.24 -0.11
C2 -4.78 -0.08 0.24
C3 -3.54 -0.62 0.40
N2 -2.60 0.34 0.15
C4 -3.25 1.44 -0.17
P1 -2.44 3.06 -0.31
C5 -1.23 2.81 1.02
N3 -0.29 1.86 1.10
C6 0.49 2.20 2.17
C7 0.02 3.35 2.73
N4 -1.06 3.73 2.00
C8 -1.89 4.89 2.26
C9 -1.38 2.67 -1.73
N5 -0.50 1.68 -1.78
C10 0.16 1.80 -2.98
C11 -0.31 2.90 -3.63
N6 -1.26 3.46 -2.83
C12 -2.09 4.60 -3.17
H1 -6.57 1.67 -0.54
H2 -5.73 2.94 0.36
H3 -5.41 2.70 -1.37
H4 -5.76 -0.50 0.34
H5 -3.28 -1.64 0.66
H6 1.34 1.62 2.47
H7 0.37 3.91 3.58
H8 -1.60 5.33 3.21
H9 -1.77 5.64 1.47
H10 -2.94 4.61 2.31
H11 0.88 1.08 -3.32
H12 -0.04 3.33 -4.58
H13 -1.74 5.02 -4.11
H14 -3.13 4.31 -3.28
H15 -2.02 5.37 -2.39
C13 -0.12 -1.13 3.39
C14 -0.55 -1.94 2.22
N7 -0.58 -1.55 0.96
C15 -1.19 -2.58 0.21
C16 -1.51 -3.64 1.10
N8 -1.06 -3.17 2.35
C17 -2.13 -4.91 0.99
O1 -2.61 -5.27 -0.21
O2 -2.23 -5.66 1.97
C18 -1.50 -2.33 -1.14
O3 -2.21 -3.09 -1.82
O4 -1.01 -1.19 -1.63
H16 0.30 -0.19 3.05
H17 0.62 -1.66 3.99
H18 -0.97 -0.91 4.03
H19 -1.14 -3.72 3.19
H20 -2.47 -4.54 -0.87
Se1 2.92 1.50 -0.01
C19 3.70 1.02 1.66
C20 4.87 1.67 2.03
C21 5.43 1.39 3.26
N9 4.93 0.51 4.13
C22 3.81 -0.11 3.77
C23 3.15 0.11 2.57
H21 5.34 2.38 1.36
H22 6.35 1.88 3.57
H23 3.41 -0.82 4.49
H24 2.26 -0.44 2.33
C24 3.86 -0.90 -2.01
C25 2.68 -1.28 -1.08
C26 3.31 -1.91 0.16
C27 1.82 0.00 -0.77
C28 1.85 -2.33 -1.83
C29 1.51 -2.14 -3.17
C30 0.86 -3.12 -3.91
C31 0.53 -4.33 -3.31
C32 0.83 -4.53 -1.98
C33 1.48 -3.54 -1.25
H25 4.55 -0.23 -1.50
H26 3.52 -0.40 -2.92
H27 4.41 -1.80 -2.30
H28 4.09 -1.26 0.56
H29 3.79 -2.85 -0.11
H30 2.58 -2.10 0.94
H31 1.79 0.49 -1.75
H32 1.75 -1.20 -3.66
H33 0.60 -2.93 -4.94
H34 0.01 -5.09 -3.88
H35 0.55 -5.45 -1.49
H36 1.69 -3.73 -0.21

***

Repeat the second record exactly.
Here is a cluster of 9 separate species, C33H36N8O4 in total from the OMol25 dataset. Energies are from wB97M-V/def2-TZVPD.

## Properties
M: 608.70 g mol⁻¹
LUMO energy: -1.337 eV
SMILES: C=Cc1ccc(COO)c2c1C(=O)c1ccccc1C2=O.CC#N.CC#N.CC#N.CC#N.CC#N.CC#N.CC#N.CC#N
highest occupied orbital energy: -7.66 eV
net charge: 0

Element x y z (Å)
C1 6.21 -2.42 0.46
C2 5.10 -2.51 -0.57
C3 3.69 -1.73 -0.12
C4 2.31 -2.52 0.31
C5 1.01 -1.57 0.78
C6 1.09 0.10 0.81
C7 -0.24 0.95 1.29
O1 -0.75 1.87 0.25
O2 -1.81 2.44 0.75
C8 2.48 0.85 0.38
C9 3.80 -0.06 -0.10
C10 5.19 0.74 -0.55
O3 5.94 0.42 -1.61
C11 5.56 2.05 0.43
C12 7.12 2.36 0.84
C13 7.40 3.63 1.84
C14 6.11 4.51 2.37
C15 4.53 4.23 1.92
C16 4.25 2.96 0.92
C17 2.73 2.49 0.39
O4 1.86 3.41 -0.01
H1 6.06 -3.08 1.45
H2 7.14 -1.72 0.35
H3 5.22 -3.03 -1.61
H4 2.28 -3.69 0.30
H5 0.01 -2.12 1.12
H6 -1.10 0.14 1.45
H7 -0.09 1.46 2.34
H8 -1.61 2.88 1.64
H9 7.95 1.65 0.38
H10 8.53 3.84 2.14
H11 6.37 5.40 3.12
H12 3.62 4.87 2.32
C18 0.00 3.45 -2.54
C19 0.25 4.11 -3.88
N1 0.47 4.66 -5.00
H13 0.94 3.33 -2.00
H14 -0.68 4.07 -1.94
H15 -0.46 2.47 -2.69
C20 -0.59 -1.08 4.93
C21 0.48 -0.13 4.40
N2 1.36 0.65 3.95
H16 -0.68 -1.95 4.28
H17 -0.31 -1.41 5.94
H18 -1.55 -0.56 4.98
C22 -1.65 -2.07 -2.37
C23 -0.97 -2.98 -1.35
N3 -0.41 -3.73 -0.51
H19 -1.18 -2.18 -3.35
H20 -2.71 -2.34 -2.45
H21 -1.57 -1.03 -2.05
C24 -5.10 -5.24 -1.40
C25 -4.84 -4.58 -2.74
N4 -4.63 -4.03 -3.86
H22 -4.16 -5.36 -0.86
H23 -5.78 -4.63 -0.80
H24 -5.55 -6.23 -1.55
C26 -0.15 1.13 -6.91
C27 -0.51 0.12 -5.83
N5 -0.82 -0.72 -4.94
H25 0.23 2.05 -6.44
H26 0.62 0.72 -7.56
H27 -1.03 1.38 -7.50
C28 -4.41 -0.48 -0.17
C29 -3.73 -1.38 0.84
N6 -3.17 -2.13 1.68
H28 -3.94 -0.59 -1.15
H29 -5.47 -0.74 -0.25
H30 -4.33 0.57 0.15
C30 0.08 5.39 3.44
C31 -0.94 4.27 3.34
N7 -1.78 3.34 3.25
H31 0.77 5.35 2.60
H32 -0.43 6.36 3.44
H33 0.65 5.29 4.37
C32 -8.89 -5.42 0.71
C33 -7.42 -5.14 0.95
N8 -6.19 -4.92 1.15
H34 -9.21 -6.27 1.30
H35 -9.48 -4.54 0.99
H36 -9.06 -5.64 -0.35

***

> Look up the net charge of the second one.

0

***

> M of number 2 (C33H36N8O4)?

608.70 g mol⁻¹